C4H7N2O | ωB97M-V with the def2-TZVPD basis set

Results
* calculated total energy: -340.95546 a.u.
* charge: +1
* structure (SMILES): CN=C=C[N+](C)=O
* relative energy (zero: lowest compared OMol25 entry of this formula, charge and spin): 4.919 eV

CARTESIAN COORDINATES (ANGSTROEM)
C -3.149 -0.049 -0.345
N -1.938 0.431 0.040
C -0.789 0.483 0.248
C 0.514 0.485 0.616
N 1.517 -0.080 -0.348
C 2.833 -0.299 0.203
O 1.238 -0.374 -1.488
H -3.859 0.445 0.289
H -3.196 -1.160 -0.281
H -3.527 0.440 -1.279
H 0.898 0.946 1.591
H 2.810 -1.149 0.958
H 3.308 0.572 0.548
H 3.338 -0.690 -0.751